No. 1
14
Properties=species:S:1:pos:R:3:forces:R:3 method="wB97M-V/def2-TZVPD" energy_ha=-286.887785 smiles="C=[N+](C=O)CC" total_charge=+1
C 0.332 -1.610 0.284 0.7 -1.1 0.7
N -0.401 -0.599 0.150 -0.7 0.8 -1.8
C -1.416 -0.149 1.164 -0.3 2.8 -3.7
O -1.466 -0.665 2.170 -0.3 -2.2 4.2
C -0.180 0.295 -1.055 1.9 1.0 1.6
C 0.973 1.254 -0.427 -2.4 -0.7 1.2
H 0.963 -1.883 -0.537 0.4 0.0 -0.4
H 0.439 -2.213 1.185 -0.7 0.3 0.1
H -2.054 0.717 0.795 0.7 -0.9 0.1
H 0.199 -0.315 -1.885 -0.4 0.3 0.2
H -1.082 0.847 -1.280 -0.2 -0.1 -0.1
H 0.717 1.319 0.676 0.3 0.3 -1.2
H 1.898 0.741 -0.453 1.0 -0.5 -0.3
H 1.076 2.264 -0.786 -0.2 0.1 -0.6



No. 2
160
Properties=species:S:1:pos:R:3:forces:R:3 method="wB97M-V/def2-TZVPD" energy_ha=-6148.942292
C -3.717 -0.965 -6.814 0.6 -1.2 -0.2
C -2.693 -1.982 -7.397 -0.9 1.4 -1.2
O -1.434 -1.941 -6.748 0.7 -0.6 0.3
C -1.419 -2.722 -5.562 -0.6 0.3 0.4
C -1.302 -4.255 -5.819 -0.5 0.6 0.2
C -2.681 -4.967 -5.630 1.4 -1.2 -1.3
O -2.865 -5.544 -4.350 -0.5 1.2 0.0
C -3.546 -4.668 -3.514 -0.1 -0.4 1.1
C -3.646 -5.006 -2.172 0.5 -1.0 0.1
C -4.261 -4.176 -1.276 -0.3 0.6 0.8
C -4.820 -2.955 -1.671 0.1 -0.5 0.8
C -4.761 -2.641 -2.997 -1.3 1.3 -0.6
C -4.135 -3.488 -3.882 0.1 0.2 -1.6
C -0.097 -4.973 -5.134 -0.4 0.1 -3.1
C 1.171 -4.828 -6.056 0.3 -1.8 0.8
C 1.946 -6.186 -6.038 0.4 0.9 0.7
C 2.768 -6.394 -4.748 1.1 -0.3 -0.3
C 3.831 -5.298 -4.488 -1.1 0.1 0.9
C 4.821 -5.674 -3.371 0.0 -0.1 -0.7
O 5.361 -4.534 -2.734 0.1 -0.3 0.1
C 4.764 -4.272 -1.488 0.1 0.5 0.5
N 0.225 -4.552 -3.764 2.1 -0.5 0.5
P -0.185 -5.722 -2.414 -2.5 -0.6 2.3
C 1.160 -5.688 -1.115 0.5 -0.1 -1.7
C -0.256 -7.483 -2.931 0.9 -0.4 -0.8
C -0.324 -3.244 -3.357 -1.3 2.2 0.3
C 0.378 -2.608 -2.136 0.1 -0.8 0.5
C -0.513 -2.689 -0.868 0.5 0.6 0.1
C -1.078 -1.302 -0.572 0.0 -0.4 -0.7
C -0.110 -0.313 0.042 0.3 0.2 0.2
C -0.737 1.093 0.062 -0.1 0.2 -0.8
N -2.195 1.038 -0.252 -0.1 0.3 0.3
C -0.432 -2.175 -4.500 0.2 -2.7 -0.7
P 1.172 -1.488 -5.167 0.1 4.1 -0.2
O 2.458 -2.105 -4.329 -0.7 -1.4 -0.3
O 1.421 -1.916 -6.735 0.1 -1.3 0.7
H -3.873 -0.109 -7.472 0.0 -0.1 0.0
H -3.372 -0.599 -5.839 0.1 -0.3 -1.1
H -4.680 -1.451 -6.610 0.1 0.2 -0.2
H -2.507 -1.645 -8.425 0.3 -0.3 0.1
H -3.119 -2.988 -7.498 0.3 0.0 0.3
H -2.412 -2.568 -5.116 0.5 0.0 0.1
H -1.086 -4.367 -6.889 -0.1 0.1 0.2
H -3.511 -4.341 -5.961 0.3 -0.2 0.2
H -2.662 -5.800 -6.350 -0.1 -0.1 0.4
H -3.221 -5.934 -1.807 0.0 0.0 -0.2
H -4.282 -4.476 -0.232 -0.1 0.1 -0.1
H -5.283 -2.292 -0.949 0.0 -0.1 0.0
H -5.189 -1.680 -3.428 0.5 -1.8 0.9
H -4.096 -3.168 -4.917 -0.4 0.2 0.3
H -0.333 -6.038 -5.223 0.0 0.1 0.8
H 1.888 -4.091 -5.685 -0.4 0.3 -0.4
H 0.901 -4.654 -7.095 -0.1 0.5 0.3
H 2.674 -6.139 -6.858 -0.2 -0.3 0.0
H 1.272 -7.041 -6.159 0.1 0.2 -0.3
H 2.175 -6.515 -3.831 -0.1 0.0 -0.3
H 3.319 -7.341 -4.875 -0.3 0.1 0.1
H 3.293 -4.416 -4.094 0.4 0.1 -0.4
H 4.327 -5.005 -5.419 0.1 0.0 0.2
H 4.374 -6.343 -2.619 -0.1 0.0 -0.2
H 5.679 -6.211 -3.832 -0.6 0.0 0.3
H 4.750 -5.155 -0.829 -0.2 0.0 -0.3
H 3.755 -3.843 -1.605 0.1 -0.3 0.0
H 5.353 -3.519 -0.953 0.0 -0.1 -0.3
H 1.248 -4.444 -3.727 -0.1 0.1 -0.2
H 2.084 -5.368 -1.618 0.1 0.0 0.5
H 1.332 -6.716 -0.778 -0.2 0.2 0.0
H 0.895 -5.020 -0.298 0.0 -0.1 -0.2
H -0.872 -7.648 -3.821 0.0 0.3 0.2
H -0.772 -8.017 -2.121 0.1 0.5 0.1
H 0.700 -8.000 -3.084 -0.1 0.2 0.0
H -1.353 -3.449 -3.018 0.2 -0.1 -0.4
H 0.560 -1.556 -2.372 0.0 -0.1 0.1
H 1.374 -3.032 -1.943 -0.2 0.0 -0.2
H -1.351 -3.382 -1.012 0.3 -0.1 0.1
H 0.080 -2.989 0.004 -0.1 -0.2 -0.1
H -1.989 -1.403 0.019 0.1 0.2 -0.1
H -1.328 -0.889 -1.569 -0.5 -0.1 0.3
H 0.827 -0.262 -0.530 -0.2 -0.1 0.0
H 0.197 -0.616 1.050 -0.2 -0.1 -0.1
H -0.589 1.570 1.033 -0.2 -0.1 -0.2
H -0.253 1.756 -0.671 0.1 -0.3 0.4
H -2.602 1.858 0.184 -0.5 0.0 0.0
H -2.332 1.195 -1.250 1.4 0.8 0.4
H -0.953 -1.321 -4.048 0.5 0.0 -0.1
H 2.967 -1.365 -3.985 0.0 0.1 -0.1
H 1.101 -1.197 -7.290 -0.1 0.1 0.1
C -2.434 6.602 -1.582 -0.1 -0.3 0.1
O -1.432 6.089 -0.717 0.0 0.4 -0.3
C -0.172 6.739 -0.838 0.1 -0.5 0.2
C 0.127 7.553 0.409 -0.1 0.3 -0.8
N -0.747 8.712 0.503 -0.2 -0.6 1.1
C -0.714 9.395 1.777 0.2 0.7 -0.9
C -1.196 8.578 3.003 -0.2 0.0 1.0
O -2.552 8.262 2.965 0.5 -0.2 -0.1
C -2.797 7.085 2.205 -0.6 -0.3 0.1
H -3.297 5.940 -1.525 0.1 0.0 0.1
H -2.752 7.603 -1.272 0.0 0.1 -0.1
H -2.081 6.630 -2.618 0.0 0.1 0.0
H -0.109 7.353 -1.742 -0.1 0.1 0.0
H 0.583 5.952 -0.919 0.0 0.0 0.1
H 1.166 7.884 0.387 0.0 0.0 0.2
H -0.003 6.891 1.272 0.1 0.0 0.0
H -1.702 8.414 0.334 0.0 0.2 -0.4
H -1.357 10.273 1.682 -0.1 -0.1 0.2
H 0.296 9.765 1.971 0.1 -0.2 0.1
H -1.053 9.214 3.886 0.1 0.3 -0.2
H -0.587 7.678 3.174 0.1 0.0 -0.3
H -1.964 6.384 2.274 0.0 0.0 -0.1
H -2.993 7.342 1.160 0.0 -0.2 0.0
H -3.691 6.597 2.587 0.0 0.1 0.0
B 1.080 3.891 4.362 -0.1 0.1 -0.3
O 0.981 5.168 3.631 0.3 -0.5 0.0
C 1.869 5.146 2.646 -0.6 0.9 0.0
O 2.044 6.035 1.865 0.4 -0.1 0.0
C 2.606 3.826 2.681 0.4 -0.9 -0.1
O 3.469 3.482 1.926 0.3 0.1 0.0
O 2.137 3.102 3.689 -0.2 0.5 0.1
O 1.415 4.122 5.790 -0.3 -0.4 -0.2
C 0.451 3.605 6.521 0.6 0.6 0.5
O 0.417 3.621 7.724 0.1 -0.4 0.3
C -0.591 2.990 5.605 -0.9 -0.4 -0.8
O -1.592 2.435 5.956 0.0 -0.1 0.3
O -0.209 3.165 4.350 0.5 0.2 0.5
Be 7.691 -6.145 -4.285 0.5 0.0 -0.1
C -5.053 2.178 7.128 0.1 0.1 -0.2
Cl -6.285 1.653 5.977 0.0 0.1 0.0
Cl -4.970 1.090 8.526 0.1 0.0 0.1
H -4.088 2.186 6.632 0.0 -0.1 0.0
H -5.300 3.174 7.476 -0.1 -0.1 0.1
Cl -4.288 -0.019 -4.221 0.2 1.8 2.2
O 1.767 2.982 -0.098 -0.2 0.0 -0.1
H 2.730 3.060 -0.138 0.1 0.1 0.0
O -0.479 7.850 6.073 0.1 0.1 -0.4
H -1.190 8.058 5.452 -0.3 -0.1 0.2
C 7.557 0.980 9.618 -0.2 0.1 -0.3
C 6.443 0.925 10.641 0.3 -0.1 0.3
N 5.112 1.222 10.087 0.1 -0.2 0.0
C 4.807 1.688 8.829 0.2 0.1 0.1
C 3.467 1.882 8.791 -0.3 0.0 0.0
N 2.979 1.519 10.022 -0.2 0.0 0.0
C 3.984 1.107 10.784 0.1 0.2 -0.2
C 1.576 1.583 10.445 -0.2 -0.1 0.0
H 7.630 1.969 9.164 0.1 0.0 0.0
H 8.511 0.760 10.093 -0.1 0.0 0.1
H 7.397 0.251 8.822 0.1 0.0 0.0
H 6.632 1.645 11.437 0.0 0.0 0.0
H 6.399 -0.067 11.091 -0.1 0.0 0.0
H 5.579 1.841 8.098 -0.1 0.1 -0.1
H 2.792 2.244 8.032 0.1 0.1 -0.1
H 3.904 0.749 11.796 0.0 0.0 0.0
H 1.498 2.227 11.318 0.0 0.0 0.0
H 1.231 0.581 10.691 0.0 0.0 0.0
H 0.966 1.992 9.641 0.1 0.1 -0.1
Li -3.686 0.629 -1.949 -1.1 -0.2 -0.5
O -6.447 3.922 0.461 0.1 -0.1 0.0
Cl -5.073 3.866 0.051 -0.1 1.0 -0.3
O -4.514 2.567 0.354 0.1 -0.9 -0.2
O -4.290 4.851 0.754 0.0 0.2 0.1
O -4.979 4.118 -1.376 0.1 -0.3 0.2



No. 3
60
Properties=species:S:1:pos:R:3:forces:R:3 method="wB97M-V/def2-TZVPD" energy_ha=-3041.416660 total_charge=+2 spin_multiplicity=5
Er -0.147 0.374 -0.465 0.4 2.4 -1.1
P -2.506 -0.926 -0.061 -0.6 1.7 0.4
P -0.685 2.943 -0.692 -0.4 0.0 0.5
N 0.223 -1.623 -1.620 -0.4 -1.3 1.4
N 1.481 0.862 -1.897 -0.4 -1.5 0.5
H 2.061 -2.486 -2.444 -0.3 0.0 0.0
H 3.231 -0.261 -2.514 0.0 0.0 0.2
H 2.170 -1.700 -0.890 -0.1 -0.1 0.1
C 1.683 -1.633 -1.868 0.2 0.1 -0.3
H 1.892 -0.407 -3.599 -0.2 0.3 -0.1
C 2.139 -0.311 -2.537 -0.3 0.7 -0.3
H -0.143 -3.677 -1.303 -0.5 0.4 -0.2
H 2.645 2.509 -2.528 -0.3 -0.1 0.2
C -0.553 -2.649 -1.252 1.4 0.7 -0.2
C 1.733 2.167 -2.011 -1.0 1.4 0.5
C -1.821 -2.466 -0.616 -0.1 -2.1 0.0
C 0.890 3.202 -1.476 1.3 -0.5 -1.0
H -2.306 -3.414 -0.319 0.3 0.5 -0.2
H 1.293 4.215 -1.551 -0.2 -0.3 0.0
H -1.901 3.471 -1.251 1.0 0.3 0.2
H -0.665 3.342 0.701 -0.2 0.4 -1.3
H -3.649 -0.591 -0.852 0.3 -0.4 0.6
H -2.825 -0.791 1.371 -0.3 -1.1 -1.3
H 0.066 1.299 -3.984 0.1 0.1 0.0
C -0.955 0.935 -4.070 0.5 -0.1 0.5
C -1.901 2.088 -4.119 -0.8 0.4 0.3
C -1.048 0.010 -5.256 -0.3 -0.3 -0.2
O -1.209 0.221 -2.789 0.2 -1.2 -0.1
H -1.741 2.686 -5.014 0.1 0.0 -0.1
H -2.946 1.738 -4.133 0.3 0.1 0.0
H -1.776 2.757 -3.255 0.0 -0.2 -0.3
H -0.347 -0.828 -5.187 0.0 0.0 0.1
H -2.063 -0.383 -5.374 0.1 0.0 0.0
H -0.798 0.537 -6.184 0.0 0.0 0.3
H -0.813 -0.698 -2.826 -0.7 1.6 -0.5
C 0.183 -3.563 3.169 -0.2 0.0 0.6
C 0.091 -2.692 1.965 -0.6 -0.2 -0.2
O 1.328 -2.012 1.817 -0.1 3.0 -1.2
P 1.525 -0.299 1.508 1.3 -0.8 5.2
O 2.104 -0.021 2.981 -0.5 0.1 -1.6
C 1.751 -0.710 4.269 1.5 -0.4 -0.4
C 0.374 -0.425 4.742 -0.5 0.5 -0.2
O 0.721 1.606 1.557 0.6 -2.5 0.2
C 0.673 2.370 2.817 -0.5 0.0 -0.8
C -0.741 2.415 3.299 -0.6 -0.9 0.3
H 1.097 -4.145 3.148 0.1 -0.2 -0.1
H -0.675 -4.222 3.212 -0.1 -0.3 0.1
H 0.191 -2.957 4.074 -0.1 -0.2 0.0
H -0.146 -3.281 1.076 0.4 -0.1 0.1
H -0.740 -1.974 2.054 0.1 0.0 0.2
H 1.951 -1.763 4.104 0.0 0.0 0.0
H 2.511 -0.325 4.958 -0.2 0.0 -0.2
H -0.381 -0.708 3.996 0.1 0.0 0.2
H 0.192 -1.006 5.652 0.0 0.1 -0.1
H 0.268 0.642 4.962 -0.1 -0.4 0.1
H 1.312 1.971 3.586 0.4 -0.5 -0.1
H 1.036 3.387 2.644 0.1 -0.1 -0.5
H -1.150 1.382 3.358 0.2 0.6 0.0
H -0.815 2.847 4.297 0.0 0.1 0.0
H -1.367 2.972 2.624 -0.3 0.3 -0.2



No. 4
37
Properties=species:S:1:pos:R:3:forces:R:3 method="wB97M-V/def2-TZVPD" energy_ha=-2356.424952
Pb -1.576 -0.023 -0.024 -3.7 -2.9 -0.1
O 5.296 0.208 -1.158 -1.7 -0.1 1.2
C 4.718 0.180 -0.027 3.6 0.2 0.0
O 5.288 0.209 1.108 -1.7 -0.1 -1.2
C 3.210 0.104 -0.032 -1.1 0.0 0.0
C 2.489 0.056 1.174 0.0 -0.1 -0.1
C 1.105 -0.019 1.142 0.2 0.1 -0.6
N 0.459 -0.023 -0.039 4.6 0.0 0.2
C 1.115 -0.020 -1.213 0.1 0.1 0.7
C 2.498 0.056 -1.242 0.0 -0.1 0.1
C 0.210 -0.144 -2.375 -0.7 -0.1 -0.5
C 0.640 -0.121 -3.702 -0.3 -0.1 0.1
C -0.295 -0.269 -4.726 0.1 0.0 0.3
C -1.637 -0.435 -4.408 0.3 0.0 0.1
C -1.994 -0.446 -3.071 0.0 0.0 0.5
N -1.115 -0.308 -2.060 1.9 0.3 -4.9
C 0.202 -0.140 2.314 -0.6 -0.1 0.5
C 0.650 -0.109 3.636 -0.2 -0.1 -0.1
C -0.270 -0.253 4.676 0.1 0.0 -0.3
C -1.615 -0.423 4.381 0.3 0.0 -0.1
C -1.993 -0.442 3.051 -0.1 0.0 -0.6
N -1.130 -0.308 2.025 2.0 0.4 4.5
H 3.044 0.065 2.107 0.1 0.0 -0.2
H 3.055 0.064 -2.172 0.1 0.0 0.2
H 1.688 0.006 -3.952 -0.1 0.0 0.2
H 0.028 -0.256 -5.762 0.0 0.0 0.2
H -2.387 -0.553 -5.181 0.0 0.0 0.2
H -3.027 -0.572 -2.763 0.0 0.1 0.0
H 1.700 0.021 3.873 -0.1 0.0 -0.2
H 0.070 -0.234 5.707 0.0 0.0 -0.2
H -2.352 -0.538 5.166 0.0 0.0 -0.2
H -3.030 -0.571 2.760 0.0 0.1 0.0
S -4.461 2.861 0.674 0.9 -0.8 -0.3
C -3.327 1.728 0.186 -3.4 3.3 0.9
S -4.047 0.033 -0.024 1.1 1.8 -0.1
S -1.632 2.447 -0.024 -1.5 -1.5 -0.1
H -1.576 -1.834 -0.024 0.0 -0.4 0.0



No. 5
24
Properties=species:S:1:pos:R:3:forces:R:3 method="wB97M-V/def2-TZVPD" energy_ha=-4372.790745
N -1.785 1.683 0.356 0.1 -0.3 0.7
C -1.034 0.517 0.631 0.1 0.3 -0.2
C -1.689 -0.660 1.122 0.0 -0.3 0.1
Br -3.558 -0.544 1.382 -0.1 -0.2 0.0
C -1.021 -1.818 1.404 -0.5 -0.6 -0.1
S -1.806 -3.272 2.051 -0.2 0.0 0.4
C 0.383 -1.842 1.211 0.1 0.1 -0.1
N 1.224 -2.843 1.451 -0.2 -0.6 0.1
S 2.679 -2.342 1.056 0.1 0.5 -0.1
N 2.349 -0.838 0.574 0.6 -0.4 0.0
C 1.037 -0.696 0.705 -0.3 0.4 0.0
C 0.313 0.484 0.399 0.4 0.5 -0.1
C 1.096 1.647 -0.168 -0.6 -1.0 0.0
P 1.298 1.473 -1.960 0.7 0.6 0.0
O 2.357 2.324 -2.482 0.0 0.3 -0.1
O -0.166 1.807 -2.540 0.3 -0.5 -0.2
O 1.517 -0.087 -2.297 -0.6 0.2 0.3
H -1.381 2.460 0.866 0.1 0.2 -0.3
H -2.719 1.572 0.735 0.0 0.1 -0.3
H -1.995 -3.962 0.917 0.2 0.2 -0.2
H 0.549 2.566 -0.027 0.0 0.4 -0.1
H 2.061 1.709 0.313 0.3 0.1 -0.1
H -0.672 0.995 -2.653 -0.5 0.2 0.1
H 0.963 -0.333 -3.046 0.2 -0.3 -0.2